(1)
The following is a quantum chemistry calculation of a structure of composition C23H29As2BCoF5O5 at a distorted geometry, from the Open Molecules 2025 dataset.

The geometry in XYZ format:
```
66
Properties=species:S:1:pos:R:3
Co 1.46 0.67 0.73
C 2.03 -0.98 3.54
As 0.67 -1.28 2.17
C -0.95 -1.05 3.20
C 0.75 -3.21 1.92
C 1.55 -3.98 2.76
C 1.59 -5.36 2.62
C 0.83 -5.98 1.63
C 0.04 -5.21 0.79
C -0.01 -3.82 0.92
As -1.11 -2.69 -0.26
C -2.10 -4.09 -1.22
C 0.30 -2.44 -1.61
H 1.76 -1.49 4.47
H 2.08 0.09 3.72
H 2.99 -1.34 3.19
H -0.96 -1.73 4.05
H -1.80 -1.26 2.55
H -1.00 -0.02 3.53
H 2.15 -3.52 3.53
H 2.22 -5.95 3.27
H 0.85 -7.05 1.52
H -0.55 -5.70 0.03
H -1.44 -4.78 -1.75
H -2.74 -3.58 -1.95
H -2.74 -4.63 -0.53
H 0.73 -3.40 -1.88
H 1.09 -1.80 -1.21
H -0.13 -1.97 -2.49
F -1.77 6.72 1.93
C -1.21 5.51 1.91
C -0.43 5.11 0.84
F -0.23 5.94 -0.19
C 0.14 3.85 0.83
F 0.89 3.50 -0.24
C -0.04 2.93 1.86
O 0.46 1.72 1.87
C -0.84 3.37 2.92
F -1.06 2.53 3.95
C -1.41 4.62 2.96
F -2.17 4.99 4.00
C 0.36 0.61 -4.13
C 0.15 1.65 -3.04
C 0.41 3.04 -3.59
O 1.17 1.40 -2.03
B 0.55 0.97 -0.90
O -0.80 0.88 -0.99
C -1.20 1.50 -2.24
C -1.86 2.82 -1.87
C -2.23 0.59 -2.89
H 1.36 0.74 -4.55
H -0.37 0.73 -4.93
H 0.29 -0.40 -3.74
H 1.39 3.06 -4.07
H 0.40 3.80 -2.81
H -0.34 3.30 -4.34
H -1.17 3.47 -1.32
H -2.72 2.62 -1.23
H -2.21 3.36 -2.75
H -1.83 -0.40 -3.09
H -2.58 1.02 -3.84
H -3.09 0.49 -2.23
O 3.30 1.49 0.61
C 3.66 0.37 0.16
O 2.77 -0.50 -0.10
H 4.72 0.14 0.01
```

Properties
Net charge ... 0
Max |F| ... 1.2 eV/A
Relative energy (zero: lowest compared OMol25 entry of this formula, charge and spin) ... 0.651 eV

Results of the Mulliken charge analysis, in e, for atoms 1 through 4: Co 0.510; C -1.515; As 0.821; C -1.011



(2)
The following is a quantum chemistry calculation of a cluster of 3 separate species, C23H29BBrF7N4O13P in total at a distorted geometry, from the Open Molecules 2025 dataset.

The geometry in XYZ format:
```
79
Properties=species:S:1:pos:R:3
N 2.68 -2.07 1.62
C 2.77 -2.20 0.19
O 2.87 -3.29 -0.31
C 2.75 -0.96 -0.71
C 1.61 -1.11 -1.74
N 0.47 -0.09 -1.97
B -0.44 -0.89 -2.98
O -1.75 -0.56 -3.03
O 0.14 -1.80 -3.81
C 0.99 1.02 -2.89
C 2.32 1.68 -2.57
C 3.18 1.86 -3.64
C 4.39 2.48 -3.45
C 4.70 2.93 -2.17
N 3.90 2.77 -1.13
C 2.74 2.16 -1.33
C -0.12 2.01 -3.30
C -1.34 2.23 -2.39
C -1.73 3.71 -2.50
C -2.12 4.05 -3.92
O -2.37 3.27 -4.78
Br -2.20 5.95 -4.22
C -1.02 1.82 -0.95
F -0.04 2.74 -0.56
C -2.22 2.14 -0.01
F -3.37 2.13 -0.71
F -2.36 1.22 0.96
C -2.11 3.50 0.73
F -3.32 3.75 1.24
F -1.25 3.33 1.76
C -0.36 0.39 -0.76
N 0.53 0.56 0.38
P -1.44 -1.08 -0.22
O -0.84 -2.25 -0.87
O -1.33 -1.10 1.36
O -2.99 -0.86 -0.50
H 3.30 -1.33 1.94
H 1.74 -1.85 1.93
H 3.71 -0.98 -1.23
H 2.75 -0.07 -0.10
H 2.09 -1.15 -2.71
H 1.17 -2.09 -1.62
H -2.26 -1.26 -3.45
H 0.15 -1.56 -4.74
H 1.21 0.47 -3.81
H 2.92 1.51 -4.63
H 5.08 2.62 -4.26
H 5.65 3.42 -1.99
H 2.11 2.03 -0.46
H 0.38 2.97 -3.44
H -0.49 1.74 -4.29
H -2.19 1.67 -2.77
H -0.93 4.37 -2.18
H -2.60 3.98 -1.90
H -1.79 4.34 0.12
H 0.84 -0.33 0.74
H 0.04 1.01 1.15
H -2.17 -1.34 1.79
H -3.27 -1.45 -1.21
C -3.74 0.30 3.61
C -4.65 0.55 4.79
O -4.86 -0.76 5.28
C -3.78 -1.53 4.95
O -3.53 -2.59 5.39
O -3.03 -0.87 4.01
F -5.84 1.09 4.42
H -4.32 0.09 2.71
H -3.05 1.12 3.42
H -4.22 1.16 5.58
C 2.41 -6.00 3.39
C 1.64 -4.80 3.88
O 1.68 -4.96 5.28
C 2.82 -5.66 5.59
O 3.28 -5.76 6.67
O 3.33 -6.22 4.47
F 0.35 -4.80 3.47
H 1.75 -6.87 3.29
H 2.94 -5.83 2.46
H 2.09 -3.84 3.62
```

Properties
Total energy ... -155927.7859 eV
Net charge ... +1
Max |F| ... 1.4 eV/A

Results of the Mulliken charge analysis, in e, for atoms 1 through 4: N -0.492; C -0.092; O -0.495; C -0.631



(3)
The following is a quantum chemistry calculation of a structure of composition C23H29BN6O2Pt, from the Open Molecules 2025 dataset.

The geometry in XYZ format:
```
62
Properties=species:S:1:pos:R:3
Pt 0.01 0.24 -0.91
C -1.02 -3.14 -1.96
C -1.32 -2.60 -0.60
C -2.14 -3.24 0.32
C -2.11 -2.47 1.46
C -2.81 -2.69 2.76
N -1.30 -1.43 1.22
N -0.80 -1.49 -0.04
B -0.72 -0.46 2.27
N 0.77 -0.70 2.51
N 1.68 -0.58 1.51
C 2.86 -0.83 2.03
C 4.09 -0.78 1.18
C 2.74 -1.13 3.40
C 1.39 -1.04 3.67
C 0.67 -1.25 4.96
N -1.02 0.98 1.79
N -0.41 1.49 0.68
C -0.55 2.83 0.74
C 0.15 3.85 -0.09
C -1.32 3.15 1.86
C -1.58 1.96 2.50
C -2.32 1.74 3.78
H -1.84 -3.78 -2.27
H -0.11 -3.75 -1.92
H -0.87 -2.37 -2.69
H -2.70 -4.15 0.16
H -3.37 -3.63 2.71
H -3.52 -1.88 2.96
H -2.12 -2.74 3.59
H -1.29 -0.62 3.31
H 3.82 -0.51 0.16
H 4.60 -1.75 1.16
H 4.80 -0.04 1.56
H 3.52 -1.39 4.10
H 1.38 -1.51 5.73
H -0.06 -2.06 4.88
H 0.14 -0.35 5.27
H 0.83 3.42 -0.81
H 0.72 4.50 0.59
H -0.57 4.49 -0.62
H -1.58 4.14 2.19
H -2.60 2.71 4.20
H -1.72 1.20 4.51
H -3.23 1.17 3.61
C 1.21 -1.63 -4.60
C 0.78 -0.54 -3.66
O 0.74 -0.87 -2.46
C 0.50 0.78 -4.15
C 0.43 1.00 -5.55
C 0.30 2.26 -6.08
C 0.28 3.36 -5.20
C 0.37 3.19 -3.85
C 0.46 1.89 -3.27
O 0.56 1.84 -1.98
H 1.34 -2.55 -4.03
H 2.16 -1.36 -5.08
H 0.48 -1.79 -5.38
H 0.46 0.16 -6.22
H 0.22 2.40 -7.15
H 0.19 4.36 -5.60
H 0.36 4.03 -3.17
```

Properties
Net charge ... 0
Max |F| ... 0.5 eV/A
Relative energy (zero: lowest compared OMol25 entry of this formula, charge and spin) ... 0.984 eV

Results of the Mulliken charge analysis, in e, for atoms 1 through 4: Pt 0.994; C -1.055; C 0.855; C -1.364



(4)
The following is a quantum chemistry calculation of a structure of composition C23H29BaN5O8SeSi at a distorted geometry, from the Open Molecules 2025 dataset.

The geometry in XYZ format:
```
68
Properties=species:S:1:pos:R:3
Ba -1.17 -0.48 0.53
C -1.61 3.47 4.41
N -0.80 2.34 4.80
C -1.12 1.03 4.64
Se -2.68 0.34 3.96
N -0.10 0.31 5.14
C 0.88 1.14 5.65
C 2.10 0.89 6.27
C 2.84 1.99 6.66
C 2.39 3.30 6.43
C 1.18 3.55 5.81
C 0.44 2.44 5.43
H -2.56 3.09 4.04
H -1.12 4.04 3.63
H -1.79 4.11 5.27
H -0.08 -0.70 5.08
H 2.45 -0.12 6.44
H 3.80 1.84 7.14
H 3.01 4.13 6.74
H 0.83 4.55 5.63
O 0.36 0.68 -1.33
C 0.60 -0.43 -1.87
O 0.22 -1.54 -1.43
C 1.35 -0.41 -3.18
C 2.10 0.70 -3.55
C 2.75 0.69 -4.77
C 2.68 -0.37 -5.64
C 1.91 -1.45 -5.25
C 1.26 -1.50 -4.03
N 1.77 -2.59 -6.18
O 2.59 -2.68 -7.07
O 0.85 -3.35 -5.99
N 3.54 1.87 -5.16
O 4.02 1.88 -6.28
O 3.68 2.75 -4.34
H 2.15 1.56 -2.89
H 3.19 -0.36 -6.59
H 0.70 -2.38 -3.74
C 0.20 -3.18 4.25
Si 0.87 -2.24 2.70
C 1.65 -3.69 1.72
C 2.46 -1.40 3.37
H 1.02 -3.61 4.83
H -0.45 -3.99 3.92
H -0.41 -2.58 4.93
H 2.36 -4.25 2.35
H 2.18 -3.33 0.84
H 0.89 -4.39 1.37
H 3.10 -2.13 3.88
H 2.26 -0.58 4.07
H 3.04 -0.97 2.55
O -3.28 -0.96 -1.07
C -3.12 -0.07 -1.88
O -3.03 1.19 -1.47
C -2.93 -0.28 -3.37
N -2.87 1.03 -4.03
C -4.12 1.17 -4.80
C -4.47 -0.25 -5.23
C -4.09 -1.09 -4.01
H -1.98 -0.80 -3.46
H -2.06 1.08 -4.64
H -2.84 1.69 -2.31
H -3.98 1.87 -5.63
H -4.89 1.58 -4.15
H -3.88 -0.54 -6.10
H -5.53 -0.36 -5.50
H -3.77 -2.09 -4.26
H -4.92 -1.18 -3.31
```

Properties
Net charge ... 0
Max |F| ... 1.1 eV/A
Relative energy (zero: lowest compared OMol25 entry of this formula, charge and spin) ... 0.700 eV

Results of the Mulliken charge analysis, in e, for atoms 1 through 4: Ba 1.388; C -0.997; N 0.232; C -0.108



(5)
The following is a quantum chemistry calculation of a structure of composition C23H29Br4O2Ta at a distorted geometry, from the Open Molecules 2025 dataset.

The geometry in XYZ format:
```
59
Properties=species:S:1:pos:R:3
Ta -0.24 -0.54 -0.14
C -1.48 -2.30 0.86
C -1.06 -2.66 -0.46
C 0.35 -3.08 -0.32
C 0.66 -2.97 1.06
C -0.43 -2.44 1.79
C -0.45 -2.07 3.24
C -0.74 -3.43 3.95
C 0.90 -1.54 3.71
C -1.58 -1.09 3.57
C 1.39 -3.57 -1.34
C 0.85 -4.77 -2.14
C 2.65 -4.06 -0.60
C 1.86 -2.43 -2.25
C -2.02 -2.58 -1.64
C -2.66 -3.98 -1.80
C -1.41 -2.13 -2.96
C -3.14 -1.58 -1.31
H -2.48 -1.97 1.14
H 1.61 -3.22 1.50
H 0.07 -4.14 3.78
H -1.68 -3.87 3.62
H -0.81 -3.24 5.02
H 1.70 -2.27 3.58
H 0.85 -1.30 4.77
H 1.18 -0.63 3.18
H -2.56 -1.52 3.38
H -1.48 -0.16 3.01
H -1.53 -0.83 4.63
H 0.47 -5.54 -1.47
H 1.66 -5.20 -2.72
H 0.06 -4.51 -2.84
H 2.42 -4.88 0.09
H 3.14 -3.26 -0.04
H 3.36 -4.43 -1.33
H 1.07 -1.99 -2.86
H 2.61 -2.81 -2.94
H 2.33 -1.65 -1.66
H -1.91 -4.75 -1.97
H -3.34 -3.97 -2.66
H -3.23 -4.24 -0.91
H -0.66 -2.80 -3.36
H -0.97 -1.11 -2.89
H -2.20 -2.06 -3.71
H -3.73 -1.87 -0.44
H -3.83 -1.50 -2.15
H -2.74 -0.55 -1.12
Br 3.60 4.56 2.37
C 2.94 3.18 1.29
C 3.46 2.98 0.01
Br 4.82 4.06 -0.66
C 2.95 1.95 -0.82
Br 3.55 1.61 -2.55
C 1.94 1.18 -0.31
O 1.27 0.16 -0.96
C 1.43 1.38 0.98
O 0.39 0.50 1.26
C 1.91 2.37 1.80
Br 1.14 2.58 3.49
```

Properties
Net charge ... +2
Max |F| ... 3.2 eV/A
Relative energy (zero: lowest compared OMol25 entry of this formula, charge and spin) ... 1.005 eV

Results of the Mulliken charge analysis, in e, for atoms 1 through 4: Ta 1.859; C -0.519; C -0.640; C 0.288



(6)
The following is a quantum chemistry calculation of a structure of composition C23H29BrF6IN3O8PS2W at a distorted geometry, from the Open Molecules 2025 dataset.

The geometry in XYZ format:
```
75
Properties=species:S:1:pos:R:3
W -0.87 -0.41 0.78
F -4.40 3.73 2.92
C -3.84 2.55 2.71
F -4.00 1.79 3.79
F -4.45 1.96 1.69
S -2.03 2.59 2.23
O -1.87 1.15 1.86
O -1.23 2.99 3.33
N -2.00 3.49 0.97
S -1.32 3.08 -0.39
O -1.13 1.63 -0.44
O -0.22 3.87 -0.78
C -2.79 3.38 -1.51
F -3.68 2.45 -1.14
F -2.55 3.23 -2.80
F -3.31 4.57 -1.29
Br 5.16 3.09 0.56
C 3.70 2.19 1.32
C 3.92 1.10 2.16
C 2.85 0.36 2.64
C 1.55 0.72 2.27
C 1.35 1.88 1.51
C 2.41 2.61 1.02
N 0.42 -0.08 2.50
C 0.23 -0.70 3.68
C -0.99 -1.36 3.85
C -1.38 -1.98 5.06
C -2.63 -2.50 5.19
C -3.52 -2.41 4.10
C -3.08 -1.85 2.93
N -1.84 -1.33 2.75
H 4.92 0.82 2.43
H 3.02 -0.52 3.24
H 0.33 2.22 1.31
H 2.24 3.48 0.41
H 0.94 -0.60 4.50
H -0.66 -2.01 5.87
H -2.95 -2.97 6.11
H -4.52 -2.79 4.18
H -3.73 -1.81 2.05
I -0.20 -3.04 0.54
C -2.73 -0.74 -0.18
H -3.06 -1.62 -0.76
H -3.52 0.02 -0.27
C 2.77 -3.81 -2.03
C 2.94 -2.32 -1.78
C 3.56 -2.03 -0.41
C 3.76 -1.67 -2.88
O 1.59 -1.79 -1.80
P 1.20 -0.28 -1.55
O 2.13 0.77 -1.93
O 0.74 -0.23 -0.03
O -0.31 -0.28 -2.12
C -0.54 0.06 -3.53
C 0.23 -0.91 -4.42
C -0.05 1.48 -3.79
C -2.04 -0.07 -3.75
H 3.74 -4.29 -2.00
H 2.31 -3.96 -3.01
H 2.12 -4.26 -1.28
H 3.14 -2.70 0.34
H 3.36 -1.00 -0.13
H 4.64 -2.18 -0.46
H 4.79 -2.02 -2.83
H 3.75 -0.59 -2.76
H 3.35 -1.92 -3.85
H 1.29 -0.84 -4.22
H 0.06 -0.64 -5.46
H -0.10 -1.94 -4.26
H 1.03 1.50 -3.83
H -0.37 2.14 -2.99
H -0.45 1.84 -4.73
H -2.35 -1.10 -3.64
H -2.29 0.27 -4.75
H -2.58 0.55 -3.04
```

Properties
Net charge ... +1
Spin multiplicity ... 3
Max |F| ... 4.5 eV/A
Relative energy (zero: lowest compared OMol25 entry of this formula, charge and spin) ... 2.983 eV

Results of the Mulliken charge analysis, in e, for atoms 1 through 4: W 0.077; F -0.191; C 0.680; F -0.202



(7)
The following is a quantum chemistry calculation of a structure of composition C23H29Cl5NO2P2Re at a distorted geometry, from the Open Molecules 2025 dataset.

The geometry in XYZ format:
```
63
Properties=species:S:1:pos:R:3
C 3.74 0.21 -2.04
C 2.48 0.50 -1.45
N 1.76 -0.57 -0.95
C 2.33 -1.79 -0.81
C 3.62 -2.03 -1.24
C 4.31 -1.03 -1.90
C 1.98 1.80 -1.31
P 0.47 2.05 -0.39
Re -0.10 -0.10 0.14
P -0.26 -2.39 -0.12
C 1.53 -2.84 -0.10
C -2.07 0.50 0.10
C -2.49 1.53 0.99
C -3.84 1.80 1.17
C -4.82 1.06 0.49
C -4.42 0.05 -0.39
C -3.07 -0.22 -0.61
O 0.68 2.10 -4.41
O -1.50 0.51 -3.37
H 4.18 1.00 -2.63
H 4.07 -3.00 -1.02
H 5.32 -1.22 -2.27
C 1.17 3.17 0.89
C -0.69 3.19 -1.20
H 1.67 -3.84 -0.53
H 1.83 -2.92 0.95
H 1.30 2.34 -3.70
H 2.59 2.62 -1.74
C -0.99 -3.51 1.10
C -0.81 -3.15 -1.68
H -1.75 2.09 1.57
H -4.14 2.58 1.88
H -5.88 1.25 0.66
H -5.18 -0.55 -0.91
H -2.79 -1.04 -1.27
H -1.00 0.14 -2.23
H -2.16 1.22 -3.09
H -0.79 0.99 -3.83
H 1.23 1.50 -4.97
H -0.58 -0.38 -1.50
H 1.53 4.05 0.34
H 0.44 3.45 1.66
H 2.03 2.67 1.34
H -0.13 4.09 -1.48
H -1.15 2.77 -2.10
H -1.49 3.47 -0.50
H -0.54 -4.22 -1.67
H -1.90 -3.05 -1.79
H -0.31 -2.65 -2.52
H -0.78 -4.54 0.77
H -0.56 -3.34 2.09
H -2.07 -3.35 1.15
Cl -2.21 -1.03 2.84
C -0.63 -0.54 3.32
C 0.34 -0.23 2.34
C 1.64 0.02 2.83
Cl 2.92 0.31 1.72
C 1.98 0.00 4.20
Cl 3.59 0.26 4.69
C 0.97 -0.23 5.16
Cl 1.33 -0.23 6.82
C -0.34 -0.50 4.70
Cl -1.59 -0.78 5.84
```

Properties
Total energy ... -113218.3691 eV
Net charge ... +1
Spin multiplicity ... 4
Max |F| ... 2.2 eV/A

Results of the Mulliken charge analysis, in e, for atoms 1 through 4: C -1.066; C 1.774; N 0.010; C 0.711